Below is 2 unconnected molecules or ions with the total composition C9H14O in a non-equilibrium geometry, with properties calculated with ωB97M-V/def2-TZVPD.

Calculated values
* spin multiplicity: 1
* E: -426.52641 hartree
* F_max: 2.36 eV Å⁻¹
* ΔE to the lowest compared entry with this formula, charge and spin: 1.2621 eV
* HOMO level: -8.39 eV
* total charge: 0

XYZ file:
```
24
Properties=species:S:1:pos:R:3:forces:R:3
C -2.0110 1.5276 -1.4887 -0.7 0.0 -2.2
C -0.9107 1.2180 -0.5436 2.0 0.5 -0.7
C -0.8832 1.0928 0.8175 0.4 -0.4 0.4
C 0.3469 0.8330 1.4997 -1.2 -1.0 -0.1
C 1.4621 0.4100 0.8121 -0.3 -0.2 -0.7
O 2.4779 -0.1967 1.5132 0.0 0.3 -0.5
C 1.4679 0.5548 -0.6045 1.5 1.4 0.1
C 0.3716 1.1469 -1.1884 -0.9 -1.0 0.6
H -1.5860 2.2144 -2.2220 0.3 0.0 -0.2
H -2.8814 2.1328 -1.2540 -0.3 -0.6 1.1
H -2.3195 0.6657 -2.1753 0.2 0.8 1.3
H -1.8335 1.0726 1.3447 0.3 0.3 0.3
H 0.3193 0.6734 2.5672 0.1 0.1 0.1
H 3.1330 -0.5082 0.8729 -0.1 0.1 0.2
H 2.4326 0.5207 -1.2064 -1.3 -0.3 0.9
H 0.4046 1.4656 -2.2079 0.2 -0.1 -0.6
C -1.1899 -3.0726 0.3303 0.1 -0.6 1.0
C -0.6481 -2.2239 -0.8007 -0.4 0.7 0.5
H -0.4202 -3.4001 1.0518 0.2 -0.4 -0.8
H -1.7562 -2.4531 1.0610 -0.5 -0.4 -1.0
H -1.7105 -3.9682 -0.0667 -0.1 0.6 0.7
H -1.3866 -1.4596 -1.0305 0.2 0.5 0.2
H -0.5154 -2.6569 -1.7666 0.3 -1.1 -0.4
H 0.2943 -1.7959 -0.4941 0.1 0.5 -0.1
```
Positions in Å, forces in eV/Å.

These are the Mulliken partial charges, in e, on atoms 1 to 4:
1 C -1.2597
2 C 0.3905
3 C -0.2647
4 C -0.6547